Record 1
{
  "formula": "C17H41N3O13PS4",
  "method": "ωB97M-V/def2-TZVPD",
  "symbols": ["C", "P", "O", "C", "C", "N", "N", "C", "C", "N", "H", "H", "H", "H", "H", "H", "H", "H", "H", "O", "S", "O", "O", "C", "C", "C", "H", "H", "H", "H", "H", "H", "H", "H", "O", "S", "O", "O", "C", "C", "C", "H", "H", "H", "H", "H", "H", "H", "H", "O", "S", "O", "O", "C", "C", "C", "H", "H", "H", "H", "H", "H", "H", "H", "O", "S", "O", "O", "C", "C", "C", "H", "H", "H", "H", "H", "H", "H", "H"],
  "coordinates": [[-1.29055, -5.19525, 1.80852], [-0.49731, -4.84937, 0.12813], [0.71098, -5.99415, -0.10723], [0.24568, -3.13821, 0.36063], [-0.33944, -1.92363, -0.27463], [0.11855, -0.68116, -0.11941], [1.15381, -0.54241, 0.66071], [1.88477, -1.48753, 1.33368], [1.43991, -2.88626, 1.20966], [2.11922, -3.93779, 1.89809], [-2.26402, -5.72229, 1.71142], [-0.55347, -5.68892, 2.48587], [-1.49778, -4.17860, 2.25153], [0.62117, -6.35662, -1.00656], [-1.24190, -2.11758, -0.90882], [1.47700, 0.42588, 0.79482], [2.75558, -1.22660, 1.97477], [1.64353, -4.18512, 2.76713], [2.25040, -4.75143, 1.29494], [-3.32035, -0.93901, -1.55487], [-3.98158, -0.66394, -0.30855], [-4.60582, -1.70302, 0.45635], [-5.02208, 0.52789, -0.51631], [-6.04984, 0.37486, -1.51720], [-7.12101, -0.60560, -1.08108], [-2.86910, 0.19996, 0.75692], [-5.61007, 0.08012, -2.47353], [-6.50301, 1.35490, -1.65907], [-6.71908, -1.61516, -0.98334], [-7.93182, -0.63934, -1.80973], [-7.52570, -0.32363, -0.10754], [-2.40596, 1.01497, 0.20519], [-2.11343, -0.50991, 1.08351], [-3.42272, 0.57159, 1.61705], [-8.18324, 2.56990, -1.93667], [-8.67543, 3.88004, -1.61117], [-8.72528, 4.34511, -0.25774], [-10.11693, 4.07560, -2.28320], [-11.15104, 3.13115, -1.96381], [-11.68267, 3.32246, -0.55560], [-7.80610, 5.07849, -2.57199], [-10.79205, 2.11009, -2.11536], [-11.95864, 3.29776, -2.67699], [-10.91595, 3.10824, 0.18967], [-12.52546, 2.65563, -0.36719], [-12.00197, 4.35467, -0.40281], [-7.78493, 4.75670, -3.61075], [-6.79326, 5.13979, -2.17580], [-8.30252, 6.04115, -2.46860], [6.80653, 1.97787, 1.55348], [5.54482, 2.65733, 1.52168], [4.30543, 1.92892, 1.53570], [5.53268, 3.68112, 0.29096], [5.78356, 3.16651, -1.02765], [4.60797, 2.37110, -1.56367], [5.49670, 3.85223, 2.81874], [6.69922, 2.57031, -1.03402], [5.95579, 4.02825, -1.67233], [4.44098, 1.46745, -0.97560], [4.78555, 2.06788, -2.59628], [3.69127, 2.96228, -1.51673], [6.41622, 4.43253, 2.80276], [5.41057, 3.30850, 3.75888], [4.62632, 4.49043, 2.67954], [9.68366, -2.36294, -1.43429], [9.03247, -3.07780, -0.37757], [7.61478, -3.30350, -0.38700], [9.44329, -2.41969, 1.02673], [9.18552, -1.01943, 1.22129], [7.70984, -0.73140, 1.41345], [9.83638, -4.63258, -0.14867], [9.59510, -0.43992, 0.39016], [9.72839, -0.72293, 2.11929], [7.14209, -0.96392, 0.51056], [7.54326, 0.32610, 1.64771], [7.30113, -1.34559, 2.21983], [10.91162, -4.47552, -0.10651], [9.58040, -5.25928, -1.00198], [9.46937, -5.08873, 0.76854]],
  "total_charge": 1,
  "homo_energy_ev": -11.91
}



Record 2
{
  "formula": "C17H42BeClN3O7",
  "method": "ωB97M-V/def2-TZVPD",
  "symbols": ["Be", "C", "C", "C", "O", "C", "N", "H", "H", "H", "H", "H", "H", "H", "H", "H", "H", "H", "H", "C", "C", "C", "O", "C", "N", "H", "H", "H", "H", "H", "H", "H", "H", "H", "H", "H", "H", "Cl", "O", "O", "O", "O", "C", "C", "C", "C", "C", "C", "N", "O", "C", "C", "C", "H", "H", "H", "H", "H", "H", "H", "H", "H", "H", "H", "H", "H", "H", "H", "H", "H", "H"],
  "coordinates": [[-5.05962, 1.03486, 0.36168], [-3.70621, 3.17475, -5.69240], [-4.58229, 4.41988, -5.99379], [-5.96165, 3.93702, -6.67017], [-7.05397, 4.79966, -6.79158], [-6.99874, 5.72845, -7.89377], [-4.84937, 5.11370, -4.66451], [-5.68368, 4.73189, -4.24229], [-4.12212, 5.01508, -3.97063], [-5.05258, 6.09431, -4.79572], [-2.73623, 3.35563, -5.22924], [-3.44569, 2.79887, -6.68182], [-4.29346, 2.44340, -5.13713], [-4.04966, 5.15961, -6.59146], [-6.39461, 3.22443, -5.96814], [-5.66681, 3.38592, -7.56319], [-6.81250, 5.32106, -8.88746], [-6.56526, 6.69348, -7.63125], [-8.05866, 5.97585, -7.95257], [3.29315, 2.60384, -0.27040], [3.04940, 2.85909, -1.72842], [2.80115, 1.57760, -2.52051], [2.78192, 1.92859, -3.91207], [3.08489, 0.83570, -4.79722], [1.92422, 3.86486, -1.91780], [1.73746, 4.01964, -2.89825], [1.01149, 3.62524, -1.55776], [2.18060, 4.78551, -1.59106], [3.99736, 1.77620, -0.18567], [2.37383, 2.30869, 0.23541], [3.75368, 3.43066, 0.27030], [3.89858, 3.42550, -2.11075], [1.91712, 1.03821, -2.18043], [3.60532, 0.84750, -2.42901], [2.58856, -0.10859, -4.57343], [4.14817, 0.59604, -4.78740], [2.90941, 1.09937, -5.84019], [-3.55518, -3.10257, -2.12896], [-3.69807, -4.47695, -2.23232], [-4.72975, -2.53033, -2.75172], [-3.39382, -2.79584, -0.75599], [-2.38524, -2.58520, -2.82275], [3.84290, -2.13911, 5.27548], [3.49661, -3.29911, 6.22589], [2.40021, -2.87522, 7.28151], [0.99087, -2.76810, 6.76613], [0.62416, -4.06831, 6.04859], [1.60219, -4.53816, 5.01166], [2.96744, -4.57761, 5.63277], [3.96313, -5.11458, 4.78356], [1.07537, -6.02520, 4.64786], [1.33239, -3.52369, 3.77772], [4.80041, -3.58312, 7.04670], [4.40170, -2.56617, 4.44274], [4.55759, -1.46175, 5.74292], [2.95460, -1.69173, 4.82951], [2.39766, -3.70559, 7.98760], [2.66886, -1.93284, 7.75883], [0.96761, -1.90315, 6.10326], [0.31097, -2.65042, 7.60991], [-0.40737, -4.08564, 5.69680], [0.60516, -4.78266, 6.87166], [-0.00763, -6.13395, 4.58966], [1.40996, -6.41160, 3.68514], [1.37649, -6.57937, 5.53686], [1.08675, -4.08600, 2.87685], [0.61782, -2.70189, 3.82410], [2.28949, -3.09444, 3.48140], [4.55450, -4.17890, 7.92572], [5.35549, -2.70830, 7.38535], [5.56354, -4.24401, 6.63567]],
  "relative_energy_kcal_mol": 46.0,
  "total_charge": 3,
  "multiplicity": 2,
  "homo_energy_ev": [-13.51, -13.50]
}



Record 3
{
  "formula": "C17H42F6N3O9S2",
  "method": "ωB97M-V/def2-TZVPD",
  "symbols": ["C", "N", "C", "C", "C", "C", "O", "H", "H", "H", "H", "H", "H", "H", "H", "H", "H", "H", "H", "H", "H", "C", "N", "C", "C", "C", "C", "O", "H", "H", "H", "H", "H", "H", "H", "H", "H", "H", "H", "H", "H", "H", "C", "N", "C", "C", "C", "C", "O", "H", "H", "H", "H", "H", "H", "H", "H", "H", "H", "H", "H", "H", "H", "C", "F", "F", "F", "S", "O", "O", "O", "C", "F", "F", "F", "S", "O", "O", "O"],
  "coordinates": [[-2.28982, -0.49062, 3.19523], [-1.14940, -0.83329, 4.13436], [-0.02315, -1.23230, 3.27748], [-0.78566, 0.32815, 4.96472], [-1.72913, -2.00234, 5.00198], [-0.64672, -2.78052, 5.76025], [-0.16805, -2.01300, 6.83678], [-2.01963, 0.45470, 2.70642], [-3.23216, -0.30069, 3.69043], [-2.23283, -1.19608, 2.41880], [0.06483, -0.44845, 2.53478], [-0.10462, -2.16087, 2.75647], [0.87063, -1.26257, 3.89260], [-0.54840, 1.21829, 4.32449], [0.00429, 0.15568, 5.66684], [-1.68570, 0.66334, 5.49759], [-2.14648, -2.71131, 4.27495], [-2.42351, -1.55529, 5.70466], [0.10343, -3.01013, 5.01958], [-1.10001, -3.70244, 6.11814], [0.43181, -2.56802, 7.39292], [-2.00897, 3.11449, -2.86818], [-3.11908, 3.05195, -3.88775], [-4.20619, 2.22842, -3.27772], [-3.54873, 4.44278, -4.22164], [-2.55059, 2.34690, -5.16066], [-1.97771, 0.91619, -5.09292], [-3.03701, 0.04847, -4.69802], [-2.40103, 3.48466, -1.89818], [-1.32906, 3.91185, -3.24785], [-1.51530, 2.15359, -2.88757], [-4.72089, 2.90165, -2.54477], [-3.82732, 1.38361, -2.70656], [-4.94565, 1.85094, -4.01576], [-4.26352, 4.40705, -5.00232], [-2.69764, 5.00515, -4.62446], [-3.87152, 4.92279, -3.27894], [-1.72804, 3.00150, -5.44011], [-3.34597, 2.42511, -5.90454], [-1.12953, 0.79004, -4.48439], [-1.73261, 0.71010, -6.13424], [-2.61151, -0.79259, -4.34090], [3.90790, -2.59374, -2.01087], [4.33871, -1.71668, -0.83297], [5.08224, -2.51569, 0.13506], [5.20492, -0.58825, -1.20522], [3.04757, -1.10989, -0.14472], [2.21210, -1.96865, 0.72524], [1.75932, -3.21493, 0.19836], [3.35525, -3.39115, -1.55088], [4.76682, -2.95461, -2.51173], [3.24445, -2.03065, -2.64441], [5.34555, -2.00384, 1.03255], [5.98017, -2.90347, -0.32997], [4.41773, -3.38375, 0.34744], [6.05472, -1.01455, -1.73796], [5.49060, -0.02866, -0.27355], [4.67687, 0.06863, -1.91099], [2.37124, -0.92223, -0.99154], [3.35183, -0.26730, 0.49975], [1.41809, -1.38894, 1.14269], [2.77917, -2.28097, 1.65550], [0.90865, -3.15238, -0.23525], [1.27090, 3.48634, 2.48091], [2.61550, 3.74563, 2.50979], [0.81738, 3.13549, 3.67669], [0.63037, 4.66658, 2.13986], [0.84537, 2.17596, 1.22258], [1.74149, 1.06706, 1.53993], [-0.57384, 2.08925, 1.63331], [1.15638, 2.71936, -0.05396], [-1.18621, -0.72038, -1.24864], [-0.82428, -0.95577, 0.02271], [-2.57666, -0.78275, -1.31858], [-0.81311, 0.45989, -1.56035], [-0.47695, -1.98704, -2.31513], [-1.21032, -2.03755, -3.56777], [0.83722, -1.39488, -2.44320], [-0.58895, -3.16242, -1.52666]],
  "total_charge": 1,
  "homo_energy_ev": -11.43
}



Electronic energy, record by record: -3748.50373; -1837.19309; -2909.63784 hartree